{
  "formula": "C22H38Br2ClIrN2O9SSi",
  "method": "ωB97M-V/def2-TZVPD",
  "symbols": ["Ir", "C", "C", "C", "C", "O", "Si", "S", "O", "C", "C", "C", "C", "O", "C", "C", "C", "C", "H", "H", "H", "H", "H", "H", "H", "H", "H", "H", "H", "H", "H", "H", "H", "H", "H", "H", "H", "H", "H", "H", "H", "H", "H", "H", "H", "Br", "C", "Br", "H", "H", "N", "H", "H", "H", "O", "C", "O", "C", "C", "C", "C", "C", "C", "N", "O", "O", "H", "H", "H", "H", "Cl", "C", "C", "O", "O", "H", "H"],
  "positions_angstrom": [[0.966, 0.343, -2.216], [-0.977, -1.270, 2.434], [-0.477, -1.695, 1.060], [0.438, -2.906, 1.163], [-1.639, -1.957, 0.118], [0.280, -0.604, 0.449], [1.373, 0.374, 1.154], [2.272, 1.266, -0.626], [0.803, 1.506, 2.141], [-0.114, 2.623, 2.035], [0.710, 3.862, 1.720], [-0.780, 2.740, 3.394], [-1.137, 2.353, 0.942], [2.510, -0.490, 1.901], [3.495, -0.131, 2.909], [4.521, -1.249, 2.882], [4.135, 1.202, 2.550], [2.792, -0.065, 4.257], [-1.575, -2.072, 2.869], [-1.602, -0.378, 2.362], [-0.146, -1.064, 3.113], [-0.127, -3.773, 1.512], [1.255, -2.717, 1.861], [0.874, -3.134, 0.187], [-2.231, -2.805, 0.466], [-1.268, -2.173, -0.884], [-2.288, -1.081, 0.059], [1.455, 4.031, 2.498], [0.065, 4.741, 1.662], [1.222, 3.751, 0.762], [-0.030, 2.877, 4.174], [-1.355, 1.840, 3.618], [-1.457, 3.596, 3.412], [-0.655, 2.278, -0.035], [-1.855, 3.173, 0.890], [-1.683, 1.427, 1.136], [4.995, -1.308, 1.900], [4.043, -2.206, 3.095], [5.294, -1.073, 3.631], [4.599, 1.152, 1.563], [4.911, 1.450, 3.276], [3.397, 2.007, 2.559], [2.332, -1.027, 4.490], [2.021, 0.706, 4.251], [3.512, 0.168, 5.043], [3.964, -0.487, -3.377], [3.368, -0.910, -5.143], [1.474, -0.533, -5.341], [3.489, -1.967, -5.332], [3.885, -0.293, -5.866], [0.949, 2.286, -3.424], [0.898, 2.231, -4.435], [1.739, 2.870, -3.174], [0.072, 2.702, -3.073], [-1.580, 2.534, -2.441], [-1.920, 1.371, -2.235], [-1.101, 0.352, -2.160], [-3.358, 1.004, -2.045], [-4.321, 2.005, -1.980], [-5.655, 1.680, -1.784], [-6.039, 0.353, -1.656], [-5.062, -0.623, -1.728], [-3.729, -0.327, -1.923], [-5.447, -2.045, -1.578], [-6.634, -2.301, -1.539], [-4.558, -2.877, -1.669], [-4.009, 3.036, -2.082], [-6.402, 2.461, -1.730], [-7.070, 0.069, -1.502], [-2.999, -1.118, -1.970], [2.470, -4.600, -1.691], [0.911, -4.269, -2.454], [0.958, -2.841, -2.981], [1.080, -2.843, -4.264], [0.898, -1.901, -2.210], [0.122, -4.314, -1.706], [0.733, -4.991, -3.244]],
  "total_charge": 1,
  "multiplicity": 6,
  "s2": 8.77,
  "e_above_lowest_kcal_mol": 30.0,
  "gap_ev": [8.5, 5.5]
}


{
  "formula": "C22H38BrN3O2RuSi2",
  "method": "ωB97M-V/def2-TZVPD",
  "symbols": ["Ru", "C", "Si", "C", "C", "N", "C", "C", "C", "C", "C", "C", "N", "Si", "C", "C", "C", "H", "H", "H", "H", "H", "H", "H", "H", "H", "H", "H", "H", "H", "H", "H", "H", "H", "H", "H", "H", "H", "H", "C", "O", "C", "C", "O", "C", "H", "H", "H", "H", "H", "H", "H", "H", "H", "H", "C", "C", "C", "C", "C", "Br", "N", "C", "H", "H", "H", "H", "H", "H"],
  "positions_angstrom": [[0.284, 0.129, 0.849], [1.537, -2.489, 2.871], [1.567, -2.941, 1.055], [3.318, -3.219, 0.501], [0.565, -4.509, 0.966], [0.777, -1.691, 0.097], [0.378, -1.884, -1.158], [0.754, -2.988, -1.973], [0.277, -3.108, -3.247], [-0.615, -2.135, -3.765], [-1.014, -1.075, -2.996], [-0.548, -0.920, -1.663], [-0.940, 0.059, -0.819], [-2.355, 1.033, -1.262], [-2.071, 1.981, -2.859], [-2.700, 2.316, 0.065], [-3.837, -0.078, -1.399], [2.315, -3.076, 3.373], [0.581, -2.786, 3.305], [1.710, -1.444, 3.127], [3.838, -3.826, 1.247], [3.857, -2.275, 0.408], [3.389, -3.740, -0.456], [0.949, -5.223, 1.701], [0.581, -4.995, -0.009], [-0.478, -4.307, 1.226], [1.447, -3.729, -1.600], [0.593, -3.941, -3.859], [-0.983, -2.220, -4.778], [-1.689, -0.352, -3.430], [-1.021, 1.978, -3.161], [-2.389, 3.020, -2.744], [-2.647, 1.560, -3.687], [-1.885, 2.454, 0.763], [-3.603, 2.046, 0.622], [-2.901, 3.284, -0.402], [-3.696, -0.871, -2.136], [-4.723, 0.498, -1.683], [-4.049, -0.545, -0.434], [0.578, 2.563, 2.927], [-0.428, 1.840, 2.203], [-1.470, 1.297, 3.041], [-1.171, -0.133, 3.419], [-1.028, -0.937, 2.242], [-2.244, -1.491, 1.723], [0.107, 3.341, 3.527], [1.233, 3.028, 2.192], [1.162, 1.902, 3.569], [-2.380, 1.339, 2.448], [-1.602, 1.927, 3.922], [-1.952, -0.544, 4.061], [-0.217, -0.204, 3.945], [-2.650, -2.210, 2.436], [-1.985, -1.984, 0.790], [-2.979, -0.708, 1.524], [1.469, 4.229, -2.667], [2.007, 3.282, -1.626], [3.342, 3.280, -1.239], [3.776, 2.398, -0.260], [2.857, 1.530, 0.278], [3.298, 0.360, 1.710], [1.585, 1.473, -0.102], [1.169, 2.356, -1.026], [2.231, 4.942, -2.973], [0.613, 4.785, -2.284], [1.138, 3.682, -3.550], [4.043, 3.973, -1.689], [4.799, 2.388, 0.089], [0.124, 2.306, -1.289]],
  "total_charge": 1,
  "multiplicity": 2,
  "s2": 0.77,
  "e_above_lowest_kcal_mol": 0.0,
  "gap_ev": [6.8, 6.6]
}


{
  "formula": "C22H38ClCuGeN3OS",
  "method": "ωB97M-V/def2-TZVPD",
  "symbols": ["Cu", "C", "C", "C", "C", "C", "O", "C", "C", "C", "C", "C", "C", "Cl", "C", "C", "C", "N", "C", "N", "C", "N", "H", "H", "H", "H", "H", "H", "H", "H", "H", "H", "H", "H", "H", "H", "H", "H", "H", "H", "H", "H", "H", "H", "C", "S", "C", "H", "H", "H", "H", "H", "H", "C", "Ge", "C", "C", "C", "H", "H", "H", "H", "H", "H", "H", "H", "H", "H"],
  "positions_angstrom": [[0.323, -0.891, -3.110], [1.208, -1.545, 4.586], [0.019, -0.572, 4.615], [0.308, 0.498, 5.674], [-1.234, -1.341, 5.034], [-0.102, 0.133, 3.210], [1.118, 0.798, 3.000], [-1.252, 1.164, 3.226], [-1.478, 1.941, 1.923], [-0.324, 2.804, 1.495], [0.148, 2.735, 0.195], [1.221, 3.509, -0.225], [1.808, 4.385, 0.680], [3.158, 5.356, 0.172], [1.329, 4.509, 1.968], [0.264, 3.720, 2.373], [-0.369, -0.936, 2.106], [0.157, -0.575, 0.831], [-0.447, -0.598, -0.406], [0.496, -0.375, -1.342], [1.640, -0.249, -0.651], [1.501, -0.376, 0.650], [1.570, -1.725, 5.596], [2.018, -1.119, 4.000], [0.933, -2.507, 4.159], [0.650, 0.030, 6.597], [-0.584, 1.078, 5.905], [1.079, 1.168, 5.303], [-1.033, -1.852, 5.975], [-1.519, -2.085, 4.295], [-2.075, -0.671, 5.195], [1.494, 0.507, 2.147], [-1.042, 1.886, 4.012], [-2.173, 0.633, 3.476], [-2.353, 2.578, 2.093], [-1.724, 1.255, 1.113], [-0.325, 2.077, -0.519], [1.590, 3.429, -1.234], [1.780, 5.213, 2.652], [-0.096, 3.805, 3.385], [-1.445, -1.079, 1.985], [0.084, -1.886, 2.409], [-1.491, -0.759, -0.563], [2.601, -0.092, -1.098], [0.762, 2.788, -4.178], [-0.895, 2.779, -3.450], [-1.754, 3.850, -4.644], [0.708, 2.465, -5.214], [1.340, 2.065, -3.613], [1.204, 3.779, -4.103], [-1.538, 4.896, -4.441], [-2.817, 3.665, -4.524], [-1.447, 3.585, -5.651], [0.487, -4.131, -2.453], [-0.168, -3.744, -4.314], [-2.059, -4.516, -4.288], [0.765, -5.128, -5.450], [0.210, -1.907, -4.684], [0.513, -5.194, -2.226], [-0.133, -3.644, -1.701], [1.494, -3.733, -2.333], [-2.044, -5.537, -3.916], [-2.482, -4.528, -5.290], [-2.731, -3.936, -3.660], [0.526, -6.134, -5.117], [1.843, -4.997, -5.400], [0.474, -5.039, -6.494], [0.311, -1.685, -5.743]],
  "total_charge": -1,
  "e_above_lowest_kcal_mol": 10.1,
  "gap_ev": 3.3
}


{
  "formula": "C22H38CrF4N2O21S2",
  "method": "ωB97M-V/def2-TZVPD",
  "symbols": ["Cr", "N", "S", "O", "O", "F", "S", "O", "O", "F", "N", "O", "O", "O", "C", "C", "O", "C", "O", "O", "F", "H", "H", "H", "C", "C", "O", "C", "O", "O", "F", "H", "H", "H", "O", "C", "O", "C", "C", "C", "H", "H", "H", "H", "H", "H", "H", "H", "O", "C", "O", "C", "C", "C", "H", "H", "H", "H", "H", "H", "H", "H", "O", "C", "O", "C", "C", "C", "H", "H", "H", "H", "H", "H", "H", "H", "O", "C", "O", "C", "C", "C", "H", "H", "H", "H", "H", "H", "H", "H"],
  "positions_angstrom": [[-9.289, -9.170, -5.783], [-9.145, -11.134, -6.113], [-10.022, -12.324, -6.623], [-10.444, -13.175, -5.561], [-9.581, -12.884, -7.866], [-11.336, -11.472, -7.017], [-7.664, -12.073, -5.978], [-6.807, -12.098, -7.117], [-7.698, -13.240, -5.152], [-6.970, -10.984, -5.041], [-9.149, -9.178, -2.980], [-9.005, -9.276, -1.769], [-10.260, -9.384, -3.534], [-8.176, -8.990, -3.750], [-6.295, -8.234, -0.154], [-5.888, -8.452, -1.592], [-4.597, -8.979, -1.445], [-4.069, -8.490, -0.300], [-2.923, -8.485, 0.001], [-5.047, -8.034, 0.510], [-5.874, -7.297, -2.341], [-6.812, -9.142, 0.169], [-7.010, -7.432, 0.014], [-6.492, -9.158, -2.156], [-11.563, -7.971, 0.113], [-12.234, -8.376, -1.157], [-11.968, -7.311, -2.012], [-11.658, -6.212, -1.270], [-11.437, -5.146, -1.726], [-11.593, -6.544, 0.046], [-13.604, -8.547, -0.992], [-10.530, -8.330, 0.065], [-12.067, -8.362, 0.992], [-11.874, -9.327, -1.557], [-10.217, -13.422, -1.482], [-11.181, -12.702, -1.581], [-11.510, -11.774, -0.698], [-10.654, -11.511, 0.419], [-10.623, -12.657, 1.419], [-12.204, -12.888, -2.674], [-10.939, -10.574, 0.890], [-9.673, -11.325, -0.025], [-11.630, -12.912, 1.758], [-9.999, -12.435, 2.284], [-10.258, -13.582, 0.977], [-13.188, -12.547, -2.353], [-12.278, -13.959, -2.836], [-11.882, -12.339, -3.556], [-9.533, -6.994, -5.381], [-9.972, -5.885, -5.159], [-9.340, -4.945, -4.491], [-8.135, -5.219, -3.769], [-8.457, -5.592, -2.330], [-11.320, -5.453, -5.612], [-7.495, -4.344, -3.840], [-7.597, -6.068, -4.200], [-7.496, -5.715, -1.831], [-8.956, -6.558, -2.257], [-9.048, -4.795, -1.887], [-11.471, -4.403, -5.381], [-12.036, -5.996, -4.983], [-11.567, -5.765, -6.621], [-7.143, -8.629, -6.331], [-5.944, -8.440, -6.320], [-5.224, -8.238, -7.408], [-5.843, -8.280, -8.686], [-6.005, -9.708, -9.199], [-5.142, -8.472, -5.049], [-5.153, -7.793, -9.375], [-6.781, -7.723, -8.703], [-5.040, -10.213, -9.212], [-6.445, -9.715, -10.197], [-6.684, -10.318, -8.604], [-5.709, -9.097, -4.368], [-5.054, -7.482, -4.604], [-4.136, -8.832, -5.248], [-11.416, -8.702, -6.198], [-12.594, -8.671, -6.490], [-13.584, -9.156, -5.765], [-13.337, -9.862, -4.545], [-14.661, -9.876, -3.819], [-13.096, -8.040, -7.759], [-12.562, -9.490, -3.868], [-12.954, -10.850, -4.826], [-14.536, -10.453, -2.896], [-15.438, -10.415, -4.359], [-14.942, -8.869, -3.519], [-13.225, -8.865, -8.463], [-12.374, -7.326, -8.139], [-14.064, -7.581, -7.574]],
  "total_charge": 0,
  "multiplicity": 5,
  "s2": 6.01,
  "e_above_lowest_kcal_mol": 27.6,
  "gap_ev": [9.3, 9.9]
}


{
  "formula": "C22H38N3O9S2",
  "method": "ωB97M-V/def2-TZVPD",
  "symbols": ["C", "C", "O", "C", "C", "C", "O", "C", "C", "C", "C", "O", "S", "C", "O", "O", "C", "N", "C", "C", "C", "S", "O", "O", "O", "N", "C", "N", "C", "O", "H", "H", "H", "H", "H", "H", "H", "H", "H", "H", "H", "H", "H", "H", "H", "H", "H", "H", "H", "H", "H", "H", "H", "H", "H", "H", "H", "H", "H", "H", "H", "H", "C", "C", "C", "C", "C", "C", "H", "H", "H", "H", "H", "H"],
  "positions_angstrom": [[-0.718, 6.068, 0.749], [-1.678, 5.604, -0.330], [-1.811, 4.204, -0.186], [-2.534, 3.599, -1.233], [-1.676, 2.852, -2.263], [-0.603, 1.958, -1.622], [-1.027, 1.551, -0.350], [-0.219, 0.505, 0.227], [-0.729, -0.801, -0.411], [-0.424, -2.060, 0.379], [-0.913, -3.320, -0.320], [0.931, -2.136, 0.798], [-0.660, 0.677, 2.013], [-2.447, 0.613, 2.066], [-0.079, -0.327, 2.841], [-0.268, 1.993, 2.429], [1.284, 0.789, 0.006], [2.076, 0.572, 1.227], [1.945, -0.005, -1.128], [3.377, 0.487, -1.492], [4.250, -0.649, -2.065], [3.781, -0.959, -3.767], [4.826, -1.699, -4.352], [2.477, -1.524, -3.824], [3.760, 0.492, -4.437], [1.373, 2.270, -0.231], [0.785, 2.674, -1.537], [0.736, 4.143, -1.581], [1.253, 4.571, -2.605], [1.695, 4.900, -3.639], [0.295, 5.739, 0.532], [-0.976, 5.607, 1.702], [-0.750, 7.144, 0.896], [-1.240, 5.880, -1.295], [-2.638, 6.115, -0.228], [-3.316, 2.946, -0.854], [-3.062, 4.391, -1.775], [-1.268, 3.477, -3.052], [-2.348, 2.158, -2.770], [-0.467, 1.136, -2.326], [-1.813, -0.700, -0.415], [-0.455, -0.898, -1.460], [-1.031, -2.006, 1.290], [-0.725, -4.189, 0.309], [-0.432, -3.485, -1.282], [-1.998, -3.266, -0.401], [0.938, -2.693, 1.579], [-2.860, -0.109, 1.366], [-2.813, 1.603, 1.816], [-2.722, 0.288, 3.065], [2.871, 1.200, 1.260], [2.477, -0.356, 1.150], [1.385, 0.071, -2.060], [2.024, -1.067, -0.917], [3.306, 1.306, -2.208], [3.881, 0.915, -0.624], [5.284, -0.326, -2.034], [4.058, -1.533, -1.468], [3.024, 0.515, -5.068], [0.908, 2.787, 0.537], [2.344, 2.592, -0.233], [1.406, 2.357, -2.372], [-1.056, -5.086, 3.689], [-2.320, -4.967, 3.127], [-3.096, -6.098, 2.914], [-2.610, -7.348, 3.273], [-1.348, -7.466, 3.838], [-0.569, -6.336, 4.043], [-0.450, -4.202, 3.853], [-2.701, -3.990, 2.854], [-4.079, -6.006, 2.470], [-3.216, -8.230, 3.112], [-0.971, -8.441, 4.119], [0.417, -6.430, 4.480]],
  "total_charge": 1,
  "gap_ev": 8.4
}


{
  "formula": "C22H38O7",
  "method": "ωB97M-V/def2-TZVPD",
  "symbols": ["C", "C", "C", "C", "C", "C", "C", "C", "C", "C", "C", "C", "C", "C", "C", "C", "O", "O", "C", "C", "O", "C", "O", "C", "O", "C", "O", "C", "O", "H", "H", "H", "H", "H", "H", "H", "H", "H", "H", "H", "H", "H", "H", "H", "H", "H", "H", "H", "H", "H", "H", "H", "H", "H", "H", "H", "H", "H", "H", "H", "H", "H", "H", "H", "H", "H", "H"],
  "positions_angstrom": [[4.341, 0.369, -3.968], [3.723, -0.971, -3.579], [3.984, -1.325, -2.116], [3.378, -2.677, -1.740], [3.402, -2.927, -0.230], [2.232, -2.252, 0.485], [2.403, -2.266, 2.003], [1.139, -1.849, 2.758], [0.609, -0.487, 2.316], [-0.473, 0.073, 3.240], [-1.721, -0.816, 3.332], [-3.007, 0.011, 3.424], [-3.416, 0.505, 2.038], [-4.453, 1.623, 2.067], [-4.939, 1.972, 0.662], [-3.906, 2.535, -0.280], [-4.060, 2.572, -1.478], [-2.834, 3.045, 0.333], [-1.873, 3.745, -0.455], [-1.028, 2.873, -1.408], [-1.612, 2.705, -2.658], [-0.675, 1.507, -0.751], [-1.811, 0.668, -0.683], [-1.627, -0.442, -1.439], [-2.442, -1.318, -1.566], [-0.284, -0.385, -2.016], [0.207, -1.371, -2.814], [0.308, 0.745, -1.593], [1.529, 1.245, -1.824], [4.099, 0.617, -4.999], [5.424, 0.326, -3.873], [3.981, 1.173, -3.328], [2.645, -0.958, -3.763], [4.143, -1.754, -4.214], [5.062, -1.353, -1.939], [3.573, -0.547, -1.469], [3.933, -3.465, -2.253], [2.345, -2.718, -2.093], [3.361, -4.001, -0.035], [4.344, -2.555, 0.181], [2.148, -1.220, 0.143], [1.306, -2.767, 0.218], [3.223, -1.596, 2.274], [2.683, -3.273, 2.322], [1.365, -1.815, 3.827], [0.366, -2.604, 2.608], [1.441, 0.222, 2.280], [0.197, -0.574, 1.309], [-0.762, 1.057, 2.863], [-0.055, 0.222, 4.238], [-1.638, -1.474, 4.198], [-1.788, -1.448, 2.444], [-3.810, -0.596, 3.847], [-2.847, 0.859, 4.094], [-3.807, -0.336, 1.461], [-2.535, 0.870, 1.516], [-5.316, 1.309, 2.658], [-4.026, 2.509, 2.540], [-5.360, 1.090, 0.173], [-5.735, 2.721, 0.715], [-2.381, 4.504, -1.061], [-1.227, 4.229, 0.279], [-0.075, 3.388, -1.582], [-2.566, 2.525, -2.532], [-0.303, 1.688, 0.265], [-0.499, -2.024, -2.925], [1.996, 0.664, -2.446]],
  "total_charge": 0,
  "e_above_lowest_kcal_mol": 2.9,
  "gap_ev": 9.6
}


| no. | E (a.u.) |
| --- | --- |
| 1 | -8047.78366 |
| 2 | -4423.60720 |
| 3 | -5676.29479 |
| 4 | -4790.96788 |
| 5 | -2498.58563 |
| 6 | -1387.81068 |